Entry 1:
Below is a molecular structure, C38H66O20PbPdS8 in a non-equilibrium geometry, with properties calculated with ωB97M-V with the def2-TZVPD basis set.

* molecular weight: 1413.08 g mol⁻¹
* ⟨S²⟩: 3.780
* spin multiplicity: 4
* total charge: +1
* E_tot: -176819.390 eV

Last column: Mulliken spin population.
CARTESIAN COORDINATES (ANGSTROEM)
Pd -5.024 17.846 6.850  0.944
Pb 1.056 24.247 5.588  0.045
C -0.949 21.581 8.985  -0.040
C -0.688 22.316 7.746  0.543
C -1.425 21.874 6.442  0.091
O -0.981 22.368 5.402  0.114
C -2.506 20.909 6.596  -0.088
C -2.793 20.364 7.784  0.109
C -1.977 20.693 9.015  0.336
O -2.047 20.130 10.157  0.466
O -3.898 19.681 7.855  0.148
O 0.115 23.206 7.661  0.136
H -0.314 21.701 9.851  0.125
H -3.128 20.776 5.722  -0.010
C -4.148 17.951 12.778  -0.002
C -5.428 17.627 13.685  0.000
C -5.851 18.867 14.414  0.000
S -4.175 19.591 14.966  0.000
O -3.611 18.819 16.052  0.000
O -4.148 21.053 14.966  0.000
C -3.321 19.156 13.397  0.000
H -4.402 18.183 11.743  0.000
H -3.507 17.070 12.749  0.000
H -5.070 16.951 14.461  0.000
H -6.206 17.175 13.070  0.000
H -6.585 18.738 15.210  0.000
H -6.241 19.619 13.727  0.000
H -2.306 18.878 13.681  0.001
H -3.498 19.967 12.690  0.000
C 2.745 20.577 8.036  0.019
C 4.271 20.463 7.833  0.002
C 4.606 20.986 6.388  0.002
S 3.101 20.826 5.355  -0.003
O 3.299 19.780 4.340  0.001
O 2.438 22.118 5.005  0.000
C 2.055 20.107 6.708  0.006
H 2.599 21.651 8.146  -0.008
H 2.300 20.123 8.921  -0.014
H 4.457 19.404 8.011  0.000
H 4.968 20.904 8.545  0.000
H 5.558 20.625 6.000  0.000
H 4.598 22.037 6.677  0.000
H 2.224 19.033 6.787  0.001
H 0.985 20.262 6.566  -0.001
C -7.262 20.983 2.395  0.000
C -5.751 21.285 2.379  0.000
C -5.348 21.578 3.865  0.000
S -6.571 20.575 4.934  -0.003
O -7.271 21.575 5.747  0.000
O -5.930 19.328 5.439  0.003
C -7.586 19.992 3.474  0.000
H -7.697 20.762 1.421  0.000
H -7.832 21.888 2.607  0.000
H -5.530 22.148 1.751  0.000
H -5.314 20.420 1.878  0.000
H -5.535 22.640 4.022  0.000
H -4.337 21.277 4.139  0.001
H -8.640 19.869 3.720  0.000
H -7.298 18.965 3.250  0.000
C -1.129 24.780 12.244  0.000
C -2.565 24.151 12.049  -0.007
C -2.800 23.240 13.258  0.000
S -1.165 22.976 14.200  0.000
O -0.814 21.587 14.381  0.000
O -1.194 23.788 15.376  0.000
C -0.183 23.799 12.914  0.002
H -1.229 25.613 12.940  0.000
H -0.667 25.075 11.303  0.001
H -2.634 23.515 11.167  0.002
H -3.354 24.860 11.798  -0.001
H -3.207 22.261 13.007  0.002
H -3.479 23.606 14.030  0.000
H 0.109 22.968 12.272  0.000
H 0.740 24.236 13.295  0.000
C 2.227 25.620 10.398  -0.003
C 3.611 26.249 10.266  0.000
C 4.272 25.758 8.900  0.000
S 3.701 24.039 8.707  0.000
O 4.793 23.154 9.027  0.000
O 3.074 23.973 7.394  0.002
C 2.428 24.225 10.062  0.005
H 1.514 26.045 9.692  0.003
H 1.855 25.802 11.406  0.000
H 4.208 25.791 11.055  0.000
H 3.691 27.327 10.405  0.000
H 5.340 25.782 8.682  0.000
H 3.753 26.263 8.085  0.000
H 2.790 23.615 10.890  -0.001
H 1.560 23.645 9.748  -0.003
C -3.414 24.921 8.467  -0.001
C -4.284 24.443 7.321  0.005
C -4.050 25.327 6.046  -0.002
S -2.491 26.249 6.145  0.001
O -2.619 27.480 5.400  0.000
O -1.465 25.225 5.951  -0.006
C -2.723 26.336 7.968  0.001
H -2.586 24.245 8.683  0.039
H -4.004 25.093 9.367  -0.001
H -5.348 24.414 7.556  -0.001
H -3.989 23.422 7.077  -0.004
H -4.768 26.141 5.955  0.000
H -4.071 24.817 5.083  0.000
H -3.318 27.232 8.142  0.000
H -1.701 26.489 8.316  0.002
C 1.231 17.846 11.674  0.002
C 2.820 17.827 11.710  0.000
C 3.422 19.179 11.926  0.000
S 2.023 20.156 12.710  0.001
O 2.007 21.530 12.264  0.000
O 1.965 19.831 14.142  0.000
C 0.681 19.312 11.773  0.004
H 0.968 17.251 12.549  0.001
H 0.883 17.377 10.754  -0.001
H 3.374 17.319 10.920  0.000
H 3.123 17.160 12.517  0.000
H 3.554 19.584 10.922  0.000
H 4.348 19.324 12.483  0.000
H 0.701 19.772 10.785  0.000
H -0.304 19.468 12.213  -0.005
C -0.890 16.695 3.396  0.000
C -2.007 15.864 2.721  0.000
C -3.378 16.103 3.506  0.000
S -3.338 17.909 3.859  -0.002
O -3.581 18.068 5.301  0.027
O -4.182 18.585 2.863  0.002
C -1.527 18.184 3.500  0.004
H 0.107 16.778 2.965  0.000
H -0.766 16.281 4.397  0.000
H -1.670 14.833 2.828  0.000
H -2.097 16.093 1.659  0.000
H -3.324 15.621 4.482  -0.001
H -4.349 15.886 3.061  0.001
H -1.210 18.872 4.284  0.002
H -1.474 18.681 2.531  0.001

Entry 2:
Below is a molecular structure, C15H27O12Pd2 in a non-equilibrium geometry, with properties calculated with ωB97M-V with the def2-TZVPD basis set.

* molecular weight: 612.21 g mol⁻¹
* ⟨S²⟩: 6.017
* spin multiplicity: 5
* total charge: +1
* E_tot: -47508.185 eV

Last column: Mulliken spin population.
CARTESIAN COORDINATES (ANGSTROEM)
Pd -3.848 -22.459 0.505  0.882
Pd -4.912 -22.935 4.140  0.916
C -5.872 -22.415 -1.760  -0.005
C -6.441 -23.476 -0.838  -0.014
O -5.608 -23.840 0.195  0.859
H -5.644 -21.467 -1.263  0.008
H -6.549 -22.155 -2.579  -0.002
H -4.966 -22.770 -2.267  -0.002
H -6.754 -24.402 -1.331  0.057
H -7.326 -23.000 -0.371  0.093
C -8.743 -23.686 4.711  0.121
C -7.921 -23.271 3.478  -0.016
O -6.743 -23.958 3.401  0.873
H -8.101 -23.589 5.589  -0.003
H -8.971 -24.748 4.633  -0.001
H -9.640 -23.089 4.820  0.004
H -7.794 -22.181 3.418  -0.014
H -8.506 -23.539 2.578  0.052
C -6.194 -19.783 2.343  -0.004
C -4.860 -20.408 2.042  0.010
O -4.725 -21.774 2.319  0.173
H -6.991 -20.398 1.917  0.002
H -6.310 -18.755 2.005  -0.001
H -6.377 -19.728 3.424  0.003
H -4.069 -19.770 2.473  -0.006
H -4.582 -20.226 0.974  0.016
C -4.453 -17.411 5.087  0.001
C -3.185 -18.029 4.419  -0.005
O -2.182 -17.773 5.365  0.000
C -2.718 -17.397 6.559  0.000
O -2.105 -17.290 7.556  0.000
O -4.057 -17.224 6.446  0.000
H -5.344 -18.027 5.030  0.000
H -4.645 -16.413 4.690  0.000
H -3.114 -17.578 3.431  0.000
H -3.393 -19.092 4.292  0.004
C -8.971 -18.684 5.440  0.000
C -10.363 -18.652 4.760  0.000
O -10.554 -17.267 4.503  0.000
C -9.659 -16.532 5.204  0.000
O -9.598 -15.357 5.193  0.000
O -8.780 -17.344 5.861  0.000
H -8.204 -18.956 4.711  0.000
H -8.950 -19.350 6.298  0.000
H -11.088 -19.103 5.435  0.000
H -10.301 -19.155 3.799  0.000
C -6.918 -18.313 -1.595  0.001
C -7.628 -16.957 -1.785  0.000
O -8.418 -16.828 -0.614  0.000
C -8.402 -17.972 0.089  0.000
O -8.976 -18.166 1.107  0.000
O -7.662 -18.927 -0.543  0.000
H -5.905 -18.135 -1.224  0.000
H -6.874 -18.871 -2.525  0.000
H -8.249 -16.928 -2.678  0.000
H -6.900 -16.153 -1.857  0.000

Entry 3:
Below is 12 unconnected molecules or ions with the total composition C36H54Cl12F18O12 in a non-equilibrium geometry, with properties calculated with ωB97M-V with the def2-TZVPD basis set.

* molecular weight: 1446.22 g mol⁻¹
* E_tot: -261960.569 eV
* structure (SMILES): CCOC(=O)C(F)(F)F.CCOC(=O)C(F)(F)F.CCOC(=O)C(F)(F)F.CCOC(=O)C(F)(F)F.CCOC(=O)C(F)(F)F.CCOC(=O)C(F)(F)F.ClCCCl.ClCCCl.ClCCCl.ClCCCl.ClCCCl.ClCCCl

Last column: Löwdin charge in e.
CARTESIAN COORDINATES (ANGSTROEM)
C -5.832 3.523 7.227  -0.072
C -5.789 3.568 5.734  -0.209
O -4.677 2.764 5.342  0.011
C -4.793 1.447 5.066  -0.330
O -5.851 0.835 5.232  0.136
C -3.516 0.772 4.650  -0.670
F -2.582 1.607 4.410  0.230
F -3.122 -0.025 5.630  0.193
F -3.746 0.061 3.577  0.204
H -4.902 3.956 7.595  0.085
H -5.913 2.530 7.668  0.084
H -6.697 4.089 7.571  0.085
H -5.658 4.636 5.560  0.126
H -6.664 3.180 5.213  0.128
C 0.790 -5.589 -9.307  -0.061
C 1.001 -4.676 -10.518  -0.199
O -0.100 -4.781 -11.410  0.032
C -0.031 -4.348 -12.657  -0.334
O 0.952 -3.737 -13.116  0.122
C -1.275 -4.617 -13.562  -0.525
F -2.414 -4.990 -12.965  0.164
F -1.430 -3.478 -14.230  0.168
F -1.033 -5.595 -14.467  0.146
H 0.280 -4.954 -8.583  0.069
H 1.725 -5.843 -8.808  0.077
H 0.204 -6.505 -9.378  0.082
H 1.919 -4.997 -11.011  0.126
H 1.092 -3.655 -10.145  0.132
C 0.331 4.717 7.050  -0.062
C 0.924 3.669 7.953  -0.244
O -0.107 2.886 8.491  -0.004
C 0.183 2.167 9.648  -0.268
O 1.321 2.001 10.124  0.131
C -1.044 1.284 10.026  -0.580
F -0.840 0.038 9.611  0.171
F -1.189 1.229 11.353  0.168
F -2.165 1.614 9.432  0.186
H -0.287 4.274 6.269  0.074
H 1.061 5.253 6.444  0.083
H -0.318 5.371 7.633  0.083
H 1.335 4.189 8.818  0.127
H 1.674 3.058 7.450  0.135
C 11.033 7.387 8.329  -0.059
C 9.491 7.201 8.251  -0.216
O 9.090 6.719 7.003  0.038
C 7.839 6.426 6.718  -0.333
O 6.911 6.567 7.521  0.124
C 7.524 5.955 5.225  -0.538
F 6.435 6.617 4.720  0.134
F 8.545 6.140 4.389  0.168
F 7.238 4.686 5.268  0.196
H 11.463 6.387 8.395  0.073
H 11.282 7.962 9.221  0.078
H 11.517 7.893 7.494  0.076
H 9.077 8.189 8.454  0.129
H 9.303 6.524 9.084  0.130
C 4.155 -10.521 1.360  -0.068
C 3.098 -9.432 1.347  -0.218
O 3.001 -8.886 0.016  -0.011
C 2.255 -9.583 -0.965  -0.290
O 1.565 -10.558 -0.705  0.154
C 2.310 -8.998 -2.342  -0.634
F 1.115 -8.852 -2.882  0.194
F 2.913 -7.856 -2.396  0.213
F 2.998 -9.848 -3.104  0.177
H 3.690 -11.383 0.881  0.074
H 4.457 -10.912 2.331  0.081
H 5.015 -10.179 0.785  0.085
H 3.428 -8.615 1.989  0.120
H 2.161 -9.820 1.747  0.122
C 0.398 -1.423 -2.735  -0.045
C -0.349 -0.054 -2.323  -0.177
O 0.393 0.638 -1.334  -0.001
C 1.219 1.685 -1.650  -0.333
O 1.318 2.094 -2.781  0.159
C 1.810 2.458 -0.485  -0.597
F 3.146 2.555 -0.691  0.152
F 1.365 3.684 -0.492  0.208
F 1.577 1.885 0.670  0.198
H 1.359 -1.322 -3.239  0.068
H -0.251 -2.035 -3.361  0.066
H 0.537 -2.017 -1.832  0.066
H -1.188 -0.484 -1.776  0.116
H -0.670 0.548 -3.173  0.120
Cl -7.687 -0.231 -8.757  0.531
C -6.069 0.206 -9.362  -0.639
C -4.952 -0.279 -8.327  -0.632
Cl -3.268 0.157 -8.816  0.503
H -6.156 1.280 -9.531  0.056
H -5.919 -0.156 -10.379  0.065
H -5.060 -1.341 -8.106  0.061
H -5.125 0.167 -7.347  0.054
Cl 3.025 -3.337 3.096  0.552
C 4.129 -2.312 2.160  -0.674
C 5.219 -3.135 1.580  -0.705
Cl 5.830 -2.467 0.076  0.563
H 4.489 -1.590 2.894  0.070
H 3.557 -1.662 1.499  0.066
H 5.016 -4.176 1.329  0.059
H 6.138 -3.222 2.159  0.069
Cl -4.830 -6.478 2.922  0.546
C -3.672 -5.944 1.710  -0.674
C -3.166 -7.111 0.860  -0.694
Cl -4.328 -7.681 -0.316  0.561
H -2.919 -5.441 2.317  0.065
H -4.184 -5.188 1.115  0.065
H -2.794 -7.982 1.400  0.070
H -2.354 -6.711 0.253  0.062
Cl -1.910 10.557 2.921  0.457
C -0.358 10.088 2.002  -0.600
C 0.709 11.264 2.015  -0.638
Cl 2.155 10.666 1.149  0.540
H -0.578 9.904 0.950  0.055
H 0.022 9.139 2.381  0.059
H 1.076 11.340 3.038  0.053
H 0.238 12.187 1.678  0.073
Cl -3.102 6.546 -6.262  0.541
C -1.816 5.367 -6.554  -0.672
C -0.490 6.053 -6.851  -0.661
Cl -0.551 7.210 -8.206  0.524
H -2.126 4.705 -7.363  0.067
H -1.818 4.652 -5.732  0.070
H 0.329 5.362 -7.052  0.072
H -0.208 6.683 -6.008  0.060
Cl -6.492 -3.379 -3.481  0.498
C -8.062 -4.299 -3.383  -0.653
C -9.157 -3.496 -4.123  -0.568
Cl -10.707 -4.546 -3.936  0.466
H -8.333 -4.605 -2.372  0.067
H -7.917 -5.249 -3.897  0.059
H -8.918 -3.367 -5.178  0.065
H -9.294 -2.495 -3.715  0.066